[1]
{"formula": "C12H33ClN3O3Pd2", "method": "ωB97M-V with the def2-TZVPD basis set", "symbols": ["Pd", "Pd", "Cl", "C", "C", "C", "O", "C", "N", "H", "H", "H", "H", "H", "H", "H", "H", "H", "H", "H", "C", "C", "C", "O", "C", "N", "H", "H", "H", "H", "H", "H", "H", "H", "H", "H", "H", "C", "C", "C", "O", "C", "N", "H", "H", "H", "H", "H", "H", "H", "H", "H", "H", "H"], "positions_angstrom": [[-8.87, 5.82, -0.76], [-13.48, 6.01, -2.07], [-11.04, 6.70, -1.92], [-14.38, 6.34, -6.52], [-13.66, 5.75, -5.31], [-12.26, 5.19, -5.74], [-11.43, 6.19, -6.37], [-10.06, 5.81, -6.72], [-13.46, 6.70, -4.25], [-14.14, 6.13, -7.56], [-14.45, 7.43, -6.56], [-15.41, 5.96, -6.56], [-14.27, 4.89, -5.04], [-12.43, 4.42, -6.50], [-11.82, 4.78, -4.83], [-9.35, 5.83, -5.89], [-9.76, 6.62, -7.39], [-9.96, 4.86, -7.24], [-12.58, 7.15, -4.44], [-14.06, 7.41, -4.65], [-9.59, 10.32, -4.36], [-11.03, 10.09, -4.80], [-11.45, 10.46, -6.28], [-11.60, 11.84, -6.42], [-12.34, 12.25, -7.59], [-11.32, 8.69, -4.37], [-8.89, 9.64, -4.84], [-9.64, 10.23, -3.27], [-9.27, 11.36, -4.46], [-11.71, 10.74, -4.25], [-12.40, 9.98, -6.54], [-10.78, 10.03, -7.02], [-12.26, 13.33, -7.76], [-13.42, 12.14, -7.63], [-11.91, 11.85, -8.51], [-10.82, 8.04, -4.96], [-11.12, 8.53, -3.39], [-14.21, 7.13, 2.16], [-14.23, 7.15, 0.66], [-13.58, 8.41, 0.04], [-13.84, 8.19, -1.30], [-13.39, 9.30, -1.99], [-13.59, 5.93, 0.09], [-13.21, 7.04, 2.60], [-14.72, 6.32, 2.68], [-14.69, 8.01, 2.57], [-15.31, 7.14, 0.49], [-12.50, 8.43, 0.18], [-13.87, 9.41, 0.35], [-12.31, 9.15, -1.89], [-13.84, 10.22, -1.61], [-13.70, 9.09, -3.01], [-13.99, 5.09, 0.49], [-12.61, 5.91, 0.33]], "mulliken_charge": [0.646, 0.571, -0.222, -1.333, 0.310, -0.949, -0.328, -0.787, -0.001, 0.354, 0.300, 0.387, 0.381, 0.609, 0.296, 0.286, 0.249, 0.363, 0.352, 0.078, -1.284, -0.060, -0.537, 0.012, -0.629, -0.059, 0.333, 0.337, 0.460, 0.227, 0.444, 0.483, 0.335, 0.363, 0.370, 0.196, -0.219, -1.657, 0.769, -0.884, -0.102, -0.711, -0.517, 0.398, 0.437, 0.406, 0.162, 0.374, 0.511, 0.351, 0.333, 0.144, 0.329, 0.318], "de_lowest_kcal_mol": 63.4, "lumo_energy_ev": [-9.556, -13.415], "total_charge": 3, "spin_multiplicity": 5, "homo_energy_ev": [-17.66, -17.65]}

***

[2]
{"formula": "C3H6O2", "method": "ωB97M-V with the def2-TZVPD basis set", "symbols": ["C", "O", "C", "C", "O", "H", "H", "H", "H", "H", "H"], "positions_angstrom": [[-1.62, 0.78, 0.42], [-0.56, 0.40, -0.47], [0.59, -0.11, 0.08], [1.38, -0.98, -0.74], [2.13, 0.10, -0.26], [-2.28, -0.07, 0.66], [-1.23, 1.19, 1.36], [-2.21, 1.54, -0.09], [0.61, -0.09, 1.16], [1.53, -1.99, -0.39], [1.19, -0.89, -1.81]], "mulliken_charge": [-0.610, -0.344, 0.090, -0.260, -0.445, 0.260, 0.332, 0.224, 0.326, 0.240, 0.187], "de_lowest_kcal_mol": 74.3, "lumo_energy_ev": 0.963, "total_charge": 0, "homo_energy_ev": -9.71, "smiles": "CO[C@H]1CO1"}

***

[3]
{"formula": "C6H7NO", "method": "ωB97M-V with the def2-TZVPD basis set", "symbols": ["H", "N", "C", "C", "C", "C", "C", "C", "O", "H", "H", "H", "H", "H", "H"], "positions_angstrom": [[2.20, -0.40, -1.76], [1.30, -0.18, -2.03], [0.55, 0.28, -1.18], [0.83, 0.52, 0.22], [-0.12, 1.32, 1.07], [-0.27, -0.14, 1.16], [-1.40, -0.66, 0.27], [-1.18, -1.83, -0.29], [-0.59, -2.69, -0.85], [-0.38, 0.72, -1.60], [1.83, 0.30, 0.44], [-1.01, 1.84, 0.53], [0.42, 1.88, 1.72], [0.12, -0.84, 1.94], [-2.28, -0.15, 0.36]], "mulliken_charge": [0.201, -0.715, -0.070, -0.175, -0.781, 0.216, -0.886, 0.392, -0.396, 0.374, 0.395, 0.168, 0.394, 0.374, 0.509], "de_lowest_kcal_mol": 75.8, "lumo_energy_ev": 0.518, "total_charge": 0, "homo_energy_ev": -8.72, "smiles": "[H]/N=C\\[C@H]1C[C@H]1C=C=O"}

***

[4]
{"formula": "C11H18N3S", "method": "ωB97M-V with the def2-TZVPD basis set", "symbols": ["C", "C", "C", "C", "C", "C", "C", "C", "C", "C", "C", "N", "N", "N", "S", "H", "H", "H", "H", "H", "H", "H", "H", "H", "H", "H", "H", "H", "H", "H", "H", "H", "H"], "positions_angstrom": [[0.65, 0.72, -0.52], [0.83, 0.03, -1.79], [-0.36, 2.32, 2.25], [0.76, 1.98, 1.62], [1.07, 1.75, 0.20], [-0.43, -2.88, -0.43], [-2.21, -1.80, -1.48], [-0.72, -1.43, -0.88], [1.78, 0.47, -2.83], [1.99, 2.93, -0.29], [-1.75, -1.41, 2.13], [0.07, -0.97, -1.94], [-0.73, -0.38, 0.15], [-0.51, -0.75, 1.52], [-2.23, -3.48, -0.71], [-0.30, 2.37, 3.38], [-1.16, 2.66, 1.73], [1.61, 1.75, 2.29], [-0.02, -3.48, -1.22], [0.01, -3.23, 0.45], [-3.03, -1.18, -1.10], [-2.26, -1.70, -2.60], [2.77, 0.41, -2.24], [1.59, 1.58, -3.00], [1.82, 0.00, -3.78], [2.88, 2.52, -0.70], [2.32, 3.67, 0.44], [1.57, 3.41, -1.19], [-1.58, -1.59, 3.19], [-2.40, -0.64, 2.26], [-2.05, -2.26, 1.58], [-0.13, 0.17, 1.87], [0.17, -1.57, 1.63]], "mulliken_charge": [0.356, 0.670, -0.582, -0.901, 0.955, -1.218, -0.903, 0.993, -1.182, -1.520, -0.840, -0.656, -0.411, 0.005, -0.134, 0.269, 0.366, 0.354, 0.429, 0.436, 0.314, 0.429, 0.286, 0.275, 0.342, 0.396, 0.387, 0.360, 0.408, 0.371, 0.311, 0.206, 0.427], "de_lowest_kcal_mol": 126.1, "lumo_energy_ev": -3.302, "total_charge": 1, "homo_energy_ev": -11.82}

***

[5]
{"formula": "C4H5F4N3O15S4V", "method": "ωB97M-V with the def2-TZVPD basis set", "symbols": ["O", "V", "N", "S", "O", "O", "F", "S", "O", "O", "F", "N", "S", "O", "O", "F", "S", "O", "O", "F", "O", "C", "O", "O", "H", "O", "C", "O", "O", "H", "C", "C", "N", "H", "H", "H"], "positions_angstrom": [[10.11, -16.94, 1.32], [8.58, -16.53, 1.46], [8.77, -14.55, 1.02], [8.12, -13.16, 1.80], [6.71, -12.99, 1.53], [8.86, -11.97, 2.16], [8.11, -13.92, 3.23], [9.23, -13.65, -0.14], [10.60, -13.12, -0.19], [8.23, -12.95, -0.91], [9.42, -14.92, -1.11], [6.59, -19.60, 3.63], [5.66, -20.45, 2.46], [5.59, -21.88, 2.69], [5.59, -19.90, 1.14], [4.23, -20.03, 3.07], [7.87, -19.91, 2.90], [8.36, -18.78, 2.16], [8.30, -21.25, 2.51], [8.70, -19.85, 4.28], [7.78, -17.13, -0.39], [6.73, -16.56, -1.01], [6.45, -16.90, -2.14], [6.15, -15.67, -0.42], [8.14, -17.62, -1.12], [4.98, -16.61, 3.91], [5.49, -16.02, 2.86], [4.83, -15.10, 2.25], [6.66, -16.39, 2.52], [4.17, -16.16, 3.68], [11.33, -17.32, 6.00], [10.36, -17.15, 4.93], [9.51, -16.97, 4.12], [11.06, -18.06, 6.75], [11.57, -16.32, 6.34], [12.18, -17.76, 5.47]], "mulliken_charge": [-0.168, 1.368, 0.248, 0.812, -0.463, -0.558, -0.286, 0.830, -0.610, -0.523, -0.355, -0.191, 1.087, -0.590, -0.555, -0.290, 0.767, -0.522, -0.569, -0.340, 0.035, 0.809, -0.509, -0.191, 0.118, -0.397, 0.474, -0.725, 0.050, 0.260, -1.002, 0.526, -0.421, 0.301, 0.297, 0.282], "de_lowest_kcal_mol": 32.4, "lumo_energy_ev": [0.317, -2.233], "total_charge": -1, "spin_multiplicity": 3, "homo_energy_ev": [-6.87, -6.82]}

***

[6]
{"formula": "C7H13N", "method": "ωB97M-V with the def2-TZVPD basis set", "symbols": ["C", "C", "C", "C", "N", "C", "C", "C", "H", "H", "H", "H", "H", "H", "H", "H", "H", "H", "H", "H", "H"], "positions_angstrom": [[1.21, 1.60, 0.91], [0.67, 0.74, 0.05], [1.17, 0.63, -1.37], [0.18, -0.86, 0.72], [1.32, -1.68, 0.95], [-0.83, -1.40, -0.19], [-1.95, -0.72, -0.50], [-2.16, 0.64, -0.02], [0.85, 1.68, 1.93], [1.93, 2.34, 0.61], [1.82, -0.24, -1.49], [0.32, 0.48, -2.05], [1.74, 1.51, -1.66], [-0.24, -0.51, 1.66], [1.71, -2.08, 0.11], [1.58, -1.75, 1.92], [-0.55, -2.28, -0.76], [-2.54, -1.05, -1.35], [-0.99, 1.10, -0.07], [-2.24, 0.70, 1.07], [-2.99, 1.16, -0.47]], "mulliken_charge": [-0.865, 0.586, -1.297, -0.219, -0.455, -0.497, -0.150, -0.840, 0.248, 0.296, 0.266, 0.281, 0.435, 0.495, 0.201, 0.224, 0.218, 0.329, 0.119, 0.260, 0.365], "de_lowest_kcal_mol": 73.7, "lumo_energy_ev": 1.011, "total_charge": 0, "homo_energy_ev": -8.41, "smiles": "C=C(C)[C@H](N)/C=C\\C"}